{
  "formula": "C5H10S",
  "method": "the ωB97M-V functional and the def2-TZVPD basis",
  "elements": ["C", "C", "C", "C", "C", "H", "H", "H", "H", "H", "H", "H", "H", "H", "H", "S"],
  "xyz": [[-0.273, 1.588, 0.083], [-0.146, 0.110, -0.020], [1.075, -0.465, -0.686], [-1.479, -0.606, -0.266], [-0.770, -0.731, 1.049], [-1.082, 1.816, 0.722], [0.637, 1.935, 0.575], [-0.474, 2.074, -0.862], [0.952, -1.555, -0.759], [1.205, -0.072, -1.695], [3.362, -0.665, -0.364], [-1.490, -1.458, -0.925], [-2.396, -0.025, -0.374], [-1.208, -0.200, 1.889], [-0.367, -1.718, 1.256], [2.455, -0.029, 0.377]],
  "homo_lumo_gap_ev": 9.90,
  "relative_energy_kj_mol": 93.37,
  "lumo_ev": 0.90
}


{
  "formula": "C5H10S",
  "method": "the ωB97M-V functional and the def2-TZVPD basis",
  "elements": ["C", "C", "C", "C", "C", "H", "H", "H", "H", "H", "H", "H", "H", "H", "H", "S"],
  "xyz": [[-0.686, 1.486, 0.400], [-0.398, 0.011, 0.447], [-0.600, -0.933, -0.769], [0.699, -1.682, -0.383], [0.988, -0.608, 0.724], [0.084, 3.599, -0.962], [-1.688, 1.534, -0.054], [-0.728, 1.892, 1.436], [-1.112, -0.386, 1.228], [-0.590, -0.424, -1.736], [-1.566, -1.538, -0.736], [0.543, -2.685, -0.037], [1.523, -1.749, -1.185], [1.897, 0.070, 0.469], [1.063, -0.978, 1.773], [0.569, 2.392, -0.615]],
  "homo_lumo_gap_ev": 9.89,
  "relative_energy_kj_mol": 130.49,
  "lumo_ev": 0.87
}


{
  "formula": "C5H10S2",
  "method": "the ωB97M-V functional and the def2-TZVPD basis",
  "elements": ["C", "C", "C", "C", "C", "S", "S", "H", "H", "H", "H", "H", "H", "H", "H", "H", "H"],
  "xyz": [[-2.263, -0.667, -0.071], [-1.752, -1.492, -1.162], [1.094, 0.889, -0.769], [1.618, 0.814, 1.636], [0.749, 0.081, 0.547], [-3.820, -0.515, 0.148], [-0.928, 0.330, 1.049], [-0.797, -1.810, -0.755], [-1.635, -0.831, -2.067], [-2.411, -2.245, -1.497], [0.751, 1.924, -0.547], [2.212, 0.912, -0.825], [0.765, 0.530, -1.744], [2.273, 1.486, 1.174], [2.185, 0.089, 2.129], [1.002, 1.499, 2.295], [0.957, -0.993, 0.459]],
  "homo_lumo_gap_ev": 8.65,
  "relative_energy_kj_mol": 112.07,
  "lumo_ev": 0.06
}


{
  "formula": "C5H11BNO3",
  "method": "the ωB97M-V functional and the def2-TZVPD basis",
  "elements": ["N", "C", "O", "C", "C", "B", "O", "C", "C", "O", "H", "H", "H", "H", "H", "H", "H", "H", "H", "H", "H"],
  "xyz": [[-1.598, 0.581, 2.238], [-1.773, -0.705, 1.651], [-2.847, -1.029, 1.204], [-0.565, -1.609, 1.605], [0.217, -1.509, 0.268], [0.258, -0.097, -0.527], [1.527, 0.663, -0.260], [1.559, 1.602, -1.293], [0.720, 0.980, -2.453], [0.331, -0.282, -2.006], [-0.693, 0.613, 2.692], [-1.546, 1.245, 1.466], [0.111, -1.365, 2.430], [-0.933, -2.622, 1.785], [-0.149, -2.280, -0.415], [1.259, -1.755, 0.497], [-0.703, 0.684, -0.290], [1.101, 2.557, -0.986], [2.599, 1.808, -1.578], [1.282, 0.897, -3.391], [-0.156, 1.623, -2.639]],
  "homo_lumo_gap_ev": 8.31,
  "total_charge": -1,
  "relative_energy_kj_mol": 0.00,
  "lumo_ev": 3.86
}


{
  "formula": "C5H11BO2",
  "method": "the ωB97M-V functional and the def2-TZVPD basis",
  "elements": ["B", "C", "C", "C", "C", "C", "O", "O", "H", "H", "H", "H", "H", "H", "H", "H", "H", "H", "H"],
  "xyz": [[1.815, -0.161, -0.025], [-0.415, -0.416, 1.472], [0.756, -1.006, 0.602], [-1.010, -0.001, 0.128], [-1.916, -0.965, -0.626], [-0.915, 1.401, -0.474], [2.729, -0.684, -0.825], [1.958, 1.140, 0.328], [-0.878, -1.117, 2.156], [-0.021, 0.491, 1.984], [0.795, -2.065, 0.386], [-2.889, -0.460, -0.739], [-1.934, -1.903, -0.053], [-1.470, -1.128, -1.569], [-1.913, 1.825, -0.508], [-0.429, 1.405, -1.337], [-0.414, 2.055, 0.230], [3.530, -0.220, -1.114], [2.623, 1.810, -0.016]],
  "homo_lumo_gap_ev": 8.07,
  "relative_energy_kj_mol": 149.46,
  "lumo_ev": 0.47
}


{
  "formula": "C5H11Br4Na3O",
  "method": "the ωB97M-V functional and the def2-TZVPD basis",
  "elements": ["Na", "Na", "Na", "C", "O", "H", "H", "H", "Br", "C", "C", "Br", "H", "H", "H", "H", "Br", "C", "C", "Br", "H", "H", "H", "H"],
  "xyz": [[21.545, 20.716, -30.117], [18.998, 22.784, -27.298], [18.682, 19.570, -28.156], [21.679, 21.544, -26.399], [20.880, 21.247, -27.486], [21.650, 22.607, -26.160], [21.267, 21.085, -25.500], [22.745, 21.317, -26.408], [23.759, 23.306, -29.820], [24.687, 24.554, -28.550], [24.510, 24.125, -27.087], [25.303, 25.469, -25.844], [24.241, 25.519, -28.791], [25.703, 24.819, -28.843], [25.007, 23.180, -26.871], [23.455, 23.930, -26.891], [22.131, 18.412, -23.742], [23.991, 19.294, -23.389], [25.170, 18.332, -23.420], [25.261, 17.368, -21.649], [23.902, 19.829, -22.444], [24.187, 19.962, -24.228], [26.108, 18.789, -23.736], [25.297, 17.656, -24.265]],
  "homo_lumo_gap_ev": [4.27, 7.46],
  "total_charge": 1,
  "relative_energy_kj_mol": 95.14,
  "spin_multiplicity": 2,
  "lumo_ev": [-3.81, -3.93]
}


Copy entry 5 word for word.
{
  "formula": "C5H11BO2",
  "method": "the ωB97M-V functional and the def2-TZVPD basis",
  "elements": ["B", "C", "C", "C", "C", "C", "O", "O", "H", "H", "H", "H", "H", "H", "H", "H", "H", "H", "H"],
  "xyz": [[1.815, -0.161, -0.025], [-0.415, -0.416, 1.472], [0.756, -1.006, 0.602], [-1.010, -0.001, 0.128], [-1.916, -0.965, -0.626], [-0.915, 1.401, -0.474], [2.729, -0.684, -0.825], [1.958, 1.140, 0.328], [-0.878, -1.117, 2.156], [-0.021, 0.491, 1.984], [0.795, -2.065, 0.386], [-2.889, -0.460, -0.739], [-1.934, -1.903, -0.053], [-1.470, -1.128, -1.569], [-1.913, 1.825, -0.508], [-0.429, 1.405, -1.337], [-0.414, 2.055, 0.230], [3.530, -0.220, -1.114], [2.623, 1.810, -0.016]],
  "homo_lumo_gap_ev": 8.07,
  "relative_energy_kj_mol": 149.46,
  "lumo_ev": 0.47
}